{
  "formula": "C36H59BCl2F4N2O19P",
  "method": "ωB97M-V/def2-TZVPD",
  "charge": 1,
  "orbital_gap_ev": 8.279,
  "species": ["C", "O", "C", "C", "C", "C", "C", "C", "C", "C", "C", "O", "Cl", "C", "N", "C", "O", "F", "C", "O", "F", "C", "N", "C", "C", "F", "P", "O", "O", "O", "C", "C", "C", "C", "Cl", "C", "C", "C", "C", "F", "O", "B", "O", "O", "H", "H", "H", "H", "H", "H", "H", "H", "H", "H", "H", "H", "H", "H", "H", "H", "H", "H", "H", "H", "H", "H", "H", "H", "H", "H", "H", "H", "H", "H", "H", "H", "H", "H", "H", "H", "H", "H", "H", "H", "H", "C", "C", "C", "O", "C", "O", "O", "H", "H", "H", "H", "H", "H", "C", "C", "C", "O", "C", "O", "O", "H", "H", "H", "H", "H", "H", "C", "C", "C", "O", "C", "O", "O", "H", "H", "H", "H", "H", "H"],
  "xyz": [[-5.928, -1.607, 3.587], [-6.481, -0.426, 3.027], [-6.675, -0.567, 1.615], [-5.968, 0.577, 0.829], [-4.430, 0.528, 1.123], [-3.546, 0.533, -0.176], [-2.324, 1.489, 0.099], [-1.389, 0.777, 1.137], [0.149, 0.967, 0.991], [0.562, 2.388, 0.513], [0.261, 3.594, 1.419], [1.048, 4.046, 2.124], [-1.334, 4.430, 1.393], [0.526, 0.032, -0.271], [0.113, 0.513, -1.593], [1.133, 1.132, -2.397], [1.397, 2.235, -2.464], [1.869, 0.271, -3.237], [-0.733, -0.419, -2.314], [-1.727, -0.065, -2.810], [-0.313, -1.679, -2.397], [2.024, -0.373, -0.164], [2.278, -1.388, 0.921], [1.875, -2.711, 0.264], [2.318, -4.025, 0.954], [2.756, -4.892, -0.047], [4.053, -1.437, 1.074], [4.586, -2.218, -0.032], [4.621, -2.065, 2.428], [4.815, -0.008, 0.927], [1.399, -1.074, 2.104], [1.706, -1.866, 3.410], [0.431, -2.580, 4.025], [0.265, -2.244, 5.555], [0.626, -4.391, 3.972], [0.988, 0.450, 2.281], [0.145, 0.554, 3.589], [-0.267, 1.979, 4.027], [-0.905, 1.844, 5.451], [-0.751, 3.004, 6.178], [2.063, 1.367, 2.386], [3.026, 1.376, 3.364], [2.967, 1.005, 4.722], [4.221, 1.977, 3.007], [-4.885, -1.785, 3.239], [-6.521, -2.487, 3.270], [-5.870, -1.531, 4.684], [-7.762, -0.585, 1.423], [-6.204, -1.517, 1.297], [-6.372, 1.503, 1.275], [-6.218, 0.508, -0.240], [-4.198, -0.338, 1.771], [-4.217, 1.411, 1.755], [-3.177, -0.495, -0.355], [-4.129, 0.931, -1.018], [-2.790, 2.378, 0.553], [-1.867, 1.832, -0.837], [-1.683, -0.297, 1.129], [-1.804, 1.133, 2.095], [0.032, 2.652, -0.422], [1.625, 2.480, 0.233], [-0.088, -0.872, -0.097], [2.495, -0.686, -1.113], [2.537, 0.587, 0.057], [2.244, -2.779, -0.772], [0.780, -2.779, 0.147], [1.438, -4.527, 1.386], [3.129, -3.976, 1.694], [5.436, -1.604, 2.703], [4.714, 0.232, -0.013], [0.410, -1.508, 1.845], [2.404, -2.708, 3.289], [2.117, -1.265, 4.234], [-0.506, -2.252, 3.551], [-0.282, -3.079, 6.012], [1.226, -2.053, 6.050], [-0.410, -1.370, 5.596], [0.656, 0.159, 4.475], [-0.789, -0.043, 3.525], [0.582, 2.670, 4.174], [-1.027, 2.483, 3.417], [-1.989, 1.666, 5.302], [-0.528, 0.969, 6.008], [2.729, 1.794, 5.238], [4.919, 1.701, 3.617], [2.001, -7.497, -1.240], [2.998, -8.307, -2.035], [2.832, -8.216, -3.529], [3.397, -9.452, -3.967], [3.238, -10.345, -2.949], [3.432, -11.511, -3.037], [2.819, -9.711, -1.814], [1.995, -7.817, -0.197], [2.241, -6.442, -1.283], [0.986, -7.638, -1.620], [4.017, -8.051, -1.728], [3.364, -7.371, -3.964], [1.786, -8.184, -3.846], [-0.771, 6.376, -3.558], [-1.635, 7.279, -2.710], [-0.872, 8.247, -1.845], [-1.795, 8.482, -0.778], [-2.567, 7.369, -0.667], [-3.317, 7.152, 0.228], [-2.362, 6.531, -1.724], [-1.354, 5.536, -3.938], [-0.350, 6.923, -4.402], [0.051, 5.955, -2.974], [-2.367, 7.795, -3.340], [-0.629, 9.175, -2.359], [0.041, 7.821, -1.422], [-0.127, 0.792, -6.130], [0.468, 1.727, -7.155], [1.308, 2.836, -6.579], [1.203, 3.843, -7.585], [0.007, 3.653, -8.214], [-0.482, 4.414, -8.979], [-0.552, 2.465, -7.835], [-0.922, 0.208, -6.596], [0.620, 0.106, -5.727], [-0.581, 1.328, -5.292], [1.021, 1.155, -7.907], [2.347, 2.547, -6.426], [0.907, 3.241, -5.644]],
  "forces_ev_per_a": [[0.25, -0.27, -0.08], [0.49, -0.24, -0.15], [0.26, 0.13, -0.55], [-0.13, -0.60, 1.65], [-0.47, 0.18, -0.44], [0.48, 0.85, 1.29], [-0.97, -0.73, -0.32], [-0.92, 0.75, 0.21], [-0.12, -0.42, -1.31], [-1.06, 0.99, -0.54], [-1.56, -1.22, -1.32], [2.65, 1.41, 2.12], [0.10, -0.52, -0.49], [0.03, -1.18, 1.80], [1.36, -1.10, -0.64], [-0.54, -3.63, -0.99], [0.73, 3.94, 0.37], [-1.30, -0.11, 1.17], [0.25, 0.99, -0.15], [-0.75, 0.04, -0.53], [0.51, -0.02, 0.57], [0.18, 2.20, -1.11], [-0.49, 0.13, -0.59], [-0.35, -1.73, -0.37], [-0.27, -0.77, -0.14], [0.04, 0.79, 0.27], [5.47, -0.48, -1.16], [-1.52, -0.69, -0.91], [-1.45, 1.42, 0.20], [-2.22, -0.45, 0.94], [-1.94, -0.01, 1.39], [-0.21, -0.84, 0.63], [0.55, 0.56, 1.52], [-0.71, -0.01, -1.15], [-0.22, 0.58, -0.55], [-0.72, 0.70, 0.25], [-0.84, 0.26, 0.07], [-0.01, 0.07, 1.50], [-0.88, -0.45, -1.09], [0.16, -0.26, -0.09], [0.67, -1.49, -0.11], [1.67, 1.59, 0.87], [-1.06, -0.16, -0.62], [-0.45, -0.85, -0.45], [-0.41, 0.15, 0.01], [0.18, 0.26, 0.43], [-0.38, 0.11, -0.46], [0.43, -0.08, -0.06], [-0.46, 0.23, -0.03], [0.11, -0.19, -0.64], [0.11, 0.07, 0.35], [-0.10, 0.26, -0.41], [0.16, -0.33, -0.41], [-0.34, 0.43, -0.39], [0.24, -0.38, 0.15], [0.55, -0.25, -0.18], [0.09, -0.37, 0.30], [0.60, 0.32, -0.04], [0.66, -0.14, -0.24], [-0.01, -0.59, 0.44], [-0.33, -0.15, 0.59], [0.35, 0.32, -0.26], [-0.49, -0.49, 0.48], [-0.07, -0.63, 0.47], [0.39, 0.42, 0.63], [0.39, 0.70, 0.46], [0.47, 0.34, 0.13], [-0.29, 0.30, -0.20], [-0.21, -0.15, 0.05], [0.51, 0.14, 0.25], [0.56, 0.23, -0.37], [-0.01, 0.61, -0.35], [0.10, 0.14, -0.67], [0.33, -0.65, -0.24], [0.35, 0.34, 0.10], [-0.37, -0.14, -0.08], [0.53, -0.21, 0.35], [0.35, -0.01, -0.70], [0.49, 0.17, -0.24], [-0.22, -0.40, -0.41], [0.48, -0.20, -0.13], [0.37, 0.16, 0.32], [0.24, 0.54, 0.02], [0.17, -0.39, 0.10], [-0.20, 0.52, 0.03], [-0.33, -0.38, 0.03], [-0.45, 0.41, 0.43], [0.23, 0.19, -0.29], [-0.08, -0.09, 0.28], [0.00, -0.31, 0.02], [-0.02, 0.15, -0.01], [0.22, -0.06, -0.43], [0.14, 0.08, -0.01], [0.06, -0.07, -0.11], [0.06, -0.08, -0.06], [0.02, -0.01, -0.11], [0.10, -0.17, -0.10], [-0.03, 0.04, 0.17], [0.01, -0.34, 0.13], [0.41, -0.37, -0.53], [0.05, 0.42, -0.07], [-0.13, -0.32, -0.03], [-0.14, -0.05, 0.16], [0.13, -0.05, -0.08], [-0.04, 0.36, 0.32], [-0.06, 0.13, -0.10], [-0.05, 0.02, 0.02], [-0.01, 0.08, 0.04], [0.02, 0.07, 0.08], [-0.12, 0.07, 0.16], [-0.02, -0.11, -0.12], [-0.44, -0.11, 0.02], [-0.14, -0.44, 0.55], [0.42, 0.06, -0.04], [-0.27, -0.12, -0.04], [-0.19, 0.15, -0.19], [0.07, -0.06, 0.12], [0.34, 0.34, -0.06], [0.10, -0.10, 0.04], [0.08, 0.03, -0.15], [0.03, 0.16, -0.11], [0.06, 0.07, 0.02], [0.02, 0.16, -0.14], [-0.09, -0.15, 0.01]],
  "lowdin_charge": [-0.1267, -0.1968, -0.2325, -0.1470, -0.1838, -0.1755, -0.1943, -0.1191, -0.2033, -0.0717, -0.7552, 0.0976, 0.7486, -0.1686, 0.1071, -0.4467, 0.2638, 0.0752, -0.4688, 0.2465, 0.1647, -0.0734, -0.1448, -0.0750, -0.1652, -0.0463, 0.5278, -0.1787, -0.0555, -0.0694, -0.1311, -0.1422, -0.6453, -0.1079, 0.6495, -0.2479, -0.1155, -0.1245, -0.1903, -0.0238, 0.1323, -0.7966, 0.1461, 0.1865, 0.0705, 0.0939, 0.0918, 0.1271, 0.1154, 0.1176, 0.1118, 0.0900, 0.1125, 0.1017, 0.1125, 0.0669, 0.0964, 0.1205, 0.1037, 0.1096, 0.1355, 0.1365, 0.1433, 0.1349, 0.1432, 0.1445, 0.0912, 0.1132, 0.1306, 0.1089, 0.1460, 0.0769, 0.1060, 0.0959, 0.0682, 0.0950, 0.0637, 0.0880, 0.1309, 0.1202, 0.0862, 0.1315, 0.1125, 0.1345, 0.1192, -0.0269, -0.3361, -0.1048, 0.0644, -0.5459, 0.1800, 0.0827, 0.0921, 0.0566, 0.0912, 0.1613, 0.1386, 0.1389, -0.0228, -0.3356, -0.0969, 0.0681, -0.5662, 0.1514, 0.0677, 0.0855, 0.0940, 0.0814, 0.1630, 0.1430, 0.1383, -0.0233, -0.3344, -0.1057, 0.0642, -0.5438, 0.1826, 0.0867, 0.0951, 0.0808, 0.0786, 0.1636, 0.1409, 0.1312]
}